Record 1
97
Properties=species:S:1:pos:R:3 method="wB97M-V/def2-TZVPD" lumo_ev=0.20 smiles=O[C@@H](Cc1ccc2c(c1)Nc1ccccc1S2)C(F)(F)F.ClCCCl.ClCCCl.ClCCCl.ClCCCl.ClCCCl.ClCCCl.ClCCCl.ClCCCl homo_energy_ev=-7.8 de_lowest_kj_mol=0.0 gap_ev=8.0
H -12.60 -1.78 2.03
C 9.80 -1.14 2.36
C 0.21 3.90 -1.60
H -0.83 1.44 4.45
H 2.19 4.65 -8.81
C -2.57 -4.80 2.30
C 2.14 5.41 -10.83
H -8.84 -1.91 -4.12
H 7.73 -4.63 5.11
C -11.70 -1.20 2.23
H 2.42 1.23 0.24
H -6.44 1.50 1.20
H 6.37 -2.67 5.94
Cl 2.78 2.56 -3.36
C 4.79 0.18 2.18
Cl 5.60 -4.58 7.06
H 7.13 -2.86 7.53
Cl -4.11 1.39 1.00
H 9.53 -0.30 2.99
H 5.08 2.86 -3.69
H -7.20 -1.91 -3.46
Cl 2.87 4.85 -5.87
C -1.28 0.06 2.87
Cl 9.87 -2.58 3.42
C 4.21 3.04 -4.31
H -11.98 -0.15 2.30
Cl 9.25 -2.53 0.07
C -0.85 -0.53 1.67
H 1.41 1.97 3.55
C 0.39 -0.22 1.16
C 4.16 4.50 -4.69
H -7.14 0.10 -0.66
H 10.80 -0.97 1.96
C -8.33 -3.70 -3.07
C -2.09 -3.80 1.46
H 5.10 4.79 -5.16
H -3.54 -5.27 4.11
C -2.82 -2.15 3.05
H 4.00 5.14 -3.82
C 6.84 -3.38 6.62
H 2.89 3.58 -10.03
Cl -8.80 -1.30 -1.85
Cl -5.17 -0.01 -1.91
N -1.72 -1.44 0.97
H -2.45 -5.83 2.01
C 1.22 0.68 1.85
H 3.95 -0.43 0.34
S -2.88 -0.42 3.46
C 3.57 -0.21 1.33
H -3.78 -2.87 4.82
Cl 1.25 4.63 0.82
H 0.76 -0.66 0.25
H -9.34 -3.99 -2.77
C -2.21 -2.47 1.83
Cl 1.74 7.07 -10.33
C -10.69 -1.44 1.14
C 2.78 4.62 -9.72
H 3.28 -2.14 1.42
H 2.79 5.47 -11.70
C -0.49 0.97 3.54
C 8.78 -1.30 1.27
H -0.73 4.30 -1.23
H -5.88 2.27 -0.28
H 0.24 4.02 -2.68
H 8.70 -3.24 5.58
H 1.38 5.66 -1.28
O 3.01 -1.36 1.92
Cl -7.20 -4.29 -1.83
H 2.99 1.88 1.74
C -6.09 0.12 -0.39
C -3.31 -3.13 3.89
H -8.09 -4.21 -4.00
H -10.33 -2.46 1.14
Cl -9.28 -0.36 1.29
C 8.03 -4.02 5.95
C 1.37 4.62 -0.96
H 4.26 2.40 -5.18
H -11.14 -1.23 0.17
H -1.59 -3.99 0.51
C -5.77 1.40 0.35
C -8.23 -2.21 -3.27
C 2.58 0.98 1.29
Cl 0.22 2.14 -1.27
H 2.32 4.17 -1.22
C -3.19 -4.46 3.49
H -2.52 -0.88 0.66
C 0.77 1.28 3.02
Cl 4.41 5.22 -9.32
Cl -11.10 -1.71 3.83
H 7.81 -1.57 1.67
F 4.42 0.75 3.33
H 8.67 -0.35 0.73
H -5.87 -0.75 0.21
H 1.21 4.93 -11.12
Cl 8.97 -5.03 7.07
F 5.52 -0.88 2.53
F 5.59 1.02 1.51


Record 2
84
Properties=species:S:1:pos:R:3 method="wB97M-V/def2-TZVPD" lumo_ev=2.04 homo_energy_ev=-5.4 charge=-1 gap_ev=7.5
H 7.24 1.95 2.37
H 0.11 -3.42 4.16
H 0.58 1.59 -3.01
C 1.95 -3.41 0.65
N -1.35 -3.95 2.71
C 2.73 4.49 4.28
N 2.51 4.35 2.09
C 2.63 1.71 -2.15
C -0.22 -5.57 3.69
C -1.31 1.20 -5.09
C 1.32 -2.56 -0.23
C -2.77 2.53 -1.67
H 6.66 2.49 -1.76
N 0.80 1.82 -0.91
C 8.21 3.42 1.01
H -6.86 -2.82 3.50
C 3.77 5.25 3.66
H -1.74 -3.05 2.49
C 8.02 3.61 -0.39
H 6.06 1.19 0.30
H 2.16 4.09 1.18
H -9.10 -3.57 -0.44
H -1.75 1.70 -4.24
C -3.25 1.03 -0.04
H 0.47 -6.09 4.33
H -0.41 2.87 -6.02
N 1.79 -1.30 -0.02
H 1.11 3.31 3.32
C 1.86 1.89 -0.05
H -0.38 -1.15 -7.20
Ga -5.54 -2.66 2.59
H -3.39 0.46 0.86
H -2.02 2.78 0.44
C 2.84 -2.61 1.42
H -2.40 3.39 -2.19
H 0.46 1.34 -7.82
H 1.75 -4.46 0.75
C 1.26 1.70 -2.19
C -0.58 -0.25 -6.65
C 2.72 -1.32 0.99
H -1.80 -0.91 -4.89
C -6.96 -3.14 -0.20
H -2.63 -5.11 1.47
H 8.87 3.99 1.65
C -1.32 -0.12 -5.44
C -0.14 1.01 -6.99
H -4.49 -0.13 -1.27
N -0.59 1.88 -6.03
H 3.20 -0.41 1.31
H 4.16 5.55 1.49
H 2.57 4.35 5.34
H 3.28 1.62 -3.01
H -6.06 -4.58 0.96
N 6.72 1.95 0.30
H 8.50 4.33 -1.02
C -1.82 -5.12 2.18
H 4.01 1.87 -0.39
C -3.61 1.57 -2.18
N -3.87 0.67 -1.19
H 3.48 -2.95 2.22
H -0.18 1.83 -0.64
C 1.98 3.94 3.28
H -8.71 -2.73 1.04
H -4.29 -3.45 3.22
C 3.59 5.15 2.31
H -5.14 -1.11 2.39
C 7.40 2.39 1.40
C 3.01 1.83 -0.79
C -8.34 -3.47 0.33
C -1.13 -6.15 2.76
I -6.97 -1.00 -0.67
H 1.51 -0.48 -0.52
H 4.54 5.81 4.16
C -5.85 -3.51 0.75
H -4.87 -3.49 0.25
H -1.29 -7.20 2.57
H -8.27 -4.40 0.90
C 7.09 2.68 -0.80
C -2.55 2.19 -0.29
H 1.71 1.92 1.02
H -6.81 -3.50 -1.22
C -0.39 -4.21 3.63
H 0.56 -2.76 -0.97
H -4.05 1.46 -3.16


Record 3
83
Properties=species:S:1:pos:R:3 method="wB97M-V/def2-TZVPD" lumo_ev="-8.49 / -8.83" homo_energy_ev="-11.9 / -11.9" de_lowest_kj_mol=0.0 charge=+2 gap_ev="3.4 / 3.1"
P -0.35 -3.67 -2.35
C -2.04 -4.73 1.02
H -2.30 -2.82 -4.35
C -1.13 -5.86 -4.13
H -4.41 5.07 1.82
H -0.89 1.50 -0.40
H 1.21 2.03 4.47
H -4.20 6.02 3.88
H 1.10 0.82 1.80
C 0.72 3.33 2.87
H -3.90 3.33 1.67
H 4.45 -4.08 -1.26
H -2.72 2.00 3.33
C 5.67 -1.64 -4.61
H 1.36 1.48 0.19
H 0.84 4.40 3.12
N 3.69 -1.68 -3.49
H -4.29 4.29 0.21
C -2.20 6.78 3.41
C 4.71 -0.88 -5.36
C -1.85 1.56 2.83
C -3.88 4.33 1.22
H 1.01 -5.73 -2.82
H -3.01 5.83 5.19
H -2.39 -4.51 2.02
H -1.09 0.98 4.68
H -1.56 -2.74 0.09
C 0.30 2.47 4.01
C -1.12 7.53 4.18
H -0.27 7.81 3.53
N -1.23 -4.50 -1.09
N 3.18 -2.34 -1.05
H -3.55 7.23 1.75
C 0.85 2.93 1.60
C 3.63 -1.92 1.13
H -0.74 6.94 5.03
H -2.14 -6.99 0.91
H 5.04 -3.67 1.35
C -1.89 -6.00 -5.29
H -3.71 7.42 4.87
C 2.91 -1.49 0.03
C 5.01 -2.13 -3.49
H -0.17 3.11 4.78
H -2.80 1.62 0.94
C -0.67 1.28 3.70
H -3.16 -4.47 -6.36
C -3.35 6.50 4.39
C -1.62 -3.81 0.07
H -3.04 8.66 2.66
C -1.87 1.41 1.49
H 4.88 -0.38 -6.31
O -1.69 5.56 2.87
H -0.09 0.43 3.31
C -1.39 -5.87 -0.85
C -2.71 7.69 2.28
H -1.89 7.89 1.57
C 4.37 -3.08 0.73
C 0.71 1.55 1.07
C 1.17 -4.75 -2.33
H 2.54 -0.51 -4.88
H 6.71 -1.81 -4.88
H -0.67 -0.01 0.49
C -0.70 1.09 0.61
H -1.15 -6.60 -1.60
H -1.54 8.47 4.58
H 1.03 3.69 0.82
Sn -1.83 5.11 0.83
C 4.08 -3.31 -0.61
H 2.22 -4.04 -4.12
H -1.99 -6.89 -5.90
C 2.33 -4.00 -3.02
N -1.24 -4.55 -3.66
C -1.90 -6.04 0.43
C -2.08 -3.86 -4.53
H 2.22 -0.67 -0.11
H -0.54 -6.60 -3.62
H 3.29 -4.49 -2.79
C 3.51 -0.94 -4.67
P 2.28 -2.20 -2.56
H 5.40 -2.74 -2.68
H 3.63 -1.45 2.11
C -2.50 -4.72 -5.54
H 1.41 -4.96 -1.28